Entry from the OMol25 dataset: C48H116As2F12N4O4P as an isolated structure in a non-equilibrium geometry (ωB97M-V/def2-TZVPD).

Results
Net charge: +2
Largest force on an atom (eV Å⁻¹): 4.99
HOMO-LUMO gap (spin up / spin down) (eV): 3.50 / 9.58
E (eV): -229366.1458
Expectation value of S²: 0.7521
Spin multiplicity: 2

Positions of all 187 atoms, in Å:
C -3.75742 2.25216 -1.59687
C -2.97033 1.14748 -2.12397
C -3.89929 -0.15650 -2.06858
C -2.97124 -1.41242 -2.00557
P -3.98545 -2.96688 -2.03062
C -4.96732 -2.94666 -3.43895
C -5.94466 -4.04225 -3.69677
C -6.82655 -4.01940 -4.92329
C -8.03179 -5.11008 -4.75087
C -5.12074 -2.93682 -0.49852
C -4.37703 -2.57124 0.79573
C -5.36312 -2.49682 1.94394
C -6.05715 -3.81949 2.44622
C -2.93700 -4.37169 -2.03640
C -1.52802 -4.27074 -1.32593
C -1.08187 -5.56293 -0.70327
C -2.02262 -5.98333 0.43602
H -4.80766 2.28035 -1.88720
H -3.30734 3.17322 -1.96724
H -3.77034 2.38553 -0.51513
H -2.14081 1.00425 -1.43153
H -2.63341 1.45867 -3.11278
H -4.57623 -0.13645 -2.92267
H -4.55191 -0.25937 -1.20164
H -2.28529 -1.40011 -1.15857
H -2.50541 -1.42503 -2.99093
H -4.20610 -2.94490 -4.21910
H -5.57089 -2.04705 -3.55937
H -6.66925 -4.07866 -2.88329
H -5.61279 -5.07059 -3.55365
H -6.22080 -4.34084 -5.77055
H -7.24619 -3.01702 -5.00823
H -8.48772 -4.86447 -3.79175
H -7.65350 -6.12335 -4.61567
H -8.68434 -5.13794 -5.62351
H -5.57963 -3.91569 -0.63753
H -5.85980 -2.17051 -0.73235
H -4.09615 -1.53499 0.60760
H -3.61026 -3.33332 0.93504
H -6.18561 -1.84627 1.64662
H -5.11233 -2.04324 2.90282
H -6.56436 -3.87729 3.40929
H -5.31220 -4.60476 2.31777
H -6.88669 -4.00420 1.76369
H -2.78223 -4.42783 -3.11389
H -3.57039 -5.22824 -1.80570
H -1.60843 -3.55735 -0.50575
H -0.70149 -3.97267 -1.97099
H -0.05915 -5.55634 -0.32631
H -1.03390 -6.33379 -1.47240
H -1.88823 -5.44746 1.37563
H -1.93445 -7.01463 0.77770
H -3.05739 -5.94298 0.09583
C -0.52604 5.25536 -0.35886
C -0.86465 5.13760 1.10309
N 0.38718 5.03747 2.03677
C -0.04421 4.72297 3.49982
C 1.22120 3.74068 1.50424
C 2.17205 3.16667 2.67079
C 1.15199 6.36148 2.03239
C 0.54122 7.57971 2.78831
O -0.67482 7.87685 2.26397
C -1.12423 9.05739 2.71663
H 0.15318 4.51850 -0.78755
H -0.26564 6.29433 -0.56090
H -1.39541 5.15910 -1.00927
H -1.57707 4.35586 1.36659
H -1.49340 5.95743 1.45042
H 0.80163 4.83951 4.17736
H -0.47056 3.72303 3.41949
H -0.95095 5.24848 3.79943
H 1.79230 4.31313 0.77332
H 0.67916 2.87654 1.12013
H 1.64243 2.76647 3.53534
H 2.72417 4.01788 3.06917
H 2.84069 2.45746 2.18291
H 1.30451 6.68541 1.00287
H 2.17231 6.08585 2.29896
H 1.18317 8.45085 2.91916
H 0.45573 7.31291 3.84169
H -0.51059 9.95028 2.59705
H -1.33058 8.83322 3.76318
H -2.05226 9.35422 2.22800
C 1.09686 -0.57259 4.85844
C 1.33467 -2.08398 5.22953
N 0.98671 -3.15776 4.06320
C 2.19048 -3.10881 3.07688
C 0.80397 -4.52007 4.72758
C 1.91475 -4.90849 5.80687
C -0.30244 -2.74089 3.36747
C -1.57707 -2.60023 4.14920
O -2.04920 -3.86701 4.47082
C -3.32528 -3.74173 5.13816
H 1.34891 0.04516 5.72038
H 0.07786 -0.29382 4.59006
H 1.62974 -0.27031 3.95691
H 0.62631 -2.19998 6.04983
H 2.39635 -2.13386 5.47127
H 1.89460 -3.62191 2.16185
H 3.03067 -3.49445 3.65434
H 2.34618 -2.04639 2.88945
H 0.92083 -5.15521 3.84949
H -0.22046 -4.62046 5.08614
H 2.82368 -5.03150 5.21796
H 1.71518 -5.86921 6.28153
H 2.14761 -4.28034 6.66670
H -0.34758 -3.60595 2.70586
H -0.12040 -1.85748 2.75546
H -2.19084 -2.03127 3.45086
H -1.33514 -1.83633 4.88813
H -3.69336 -4.69249 5.52374
H -4.00727 -3.43926 4.34349
H -3.42855 -2.99508 5.92553
C -0.14377 -0.04422 -4.21627
C 0.66836 0.46751 -5.35471
N 1.06527 2.02043 -5.32770
C 1.52409 2.52129 -6.76979
C -0.15130 2.85453 -4.82983
C -1.40290 2.65854 -5.60839
C 2.26222 2.27634 -4.28796
C 2.51743 3.78445 -3.86867
O 2.85981 4.57926 -4.95842
C 2.29326 5.92163 -4.97746
H -1.19099 0.00101 -4.51525
H 0.07973 0.35295 -3.22612
H 0.08575 -1.10640 -4.13136
H 0.35201 0.05530 -6.31289
H 1.65844 0.01161 -5.35687
H 1.23788 3.55684 -6.95371
H 1.17384 1.91343 -7.60402
H 2.61310 2.47938 -6.74972
H 0.12333 3.90636 -4.90944
H -0.25889 2.69311 -3.75723
H -1.90375 3.62608 -5.64197
H -2.16299 1.96853 -5.24197
H -1.28373 2.46012 -6.67353
H 3.07118 1.66520 -4.68819
H 2.01197 1.66449 -3.42129
H 3.37101 3.82459 -3.19198
H 1.72678 4.18910 -3.23682
H 2.31132 6.37805 -3.98779
H 1.27509 5.95379 -5.36529
H 3.01997 6.53434 -5.51092
C 5.01861 0.05006 -1.98266
C 5.24353 0.19132 -0.44924
N 6.23801 -0.85016 0.28478
C 6.42076 -0.57920 1.77376
C 5.64260 -2.29720 0.10496
C 6.62218 -3.50610 0.69085
C 7.61379 -0.74531 -0.45303
C 8.17111 0.67252 -0.65218
O 8.42415 1.16171 0.67008
C 8.31796 2.63491 0.77875
H 5.88486 0.41973 -2.53135
H 4.16370 0.67792 -2.23371
H 4.72102 -0.95992 -2.26459
H 4.29005 0.01696 0.04933
H 5.46747 1.16742 -0.01891
H 6.47565 0.49222 1.96645
H 7.30674 -1.18116 1.97569
H 5.55901 -0.93916 2.33584
H 5.36093 -2.41833 -0.94103
H 4.60685 -2.33658 0.44227
H 7.63589 -3.55378 0.29308
H 6.22507 -4.51672 0.78603
H 6.74674 -3.32224 1.75798
H 7.36705 -1.17007 -1.42607
H 8.22740 -1.54136 -0.03125
H 7.56611 1.41552 -1.17182
H 9.06189 0.62379 -1.27846
H 9.31964 2.88898 0.43206
H 8.14408 2.88942 1.82426
H 7.62765 3.15168 0.11203
As 1.06910 -0.47380 -0.19777
F 1.10007 1.18752 -0.91973
F -0.08354 -1.08260 -1.42615
F 1.25811 -2.06434 0.71159
F 2.32169 0.09600 0.95107
F -0.20202 -0.02968 0.94538
F 2.30592 -0.90297 -1.48013
As -3.20307 1.40867 4.36134
F -1.92428 0.48340 5.40825
F -2.35576 2.93625 4.70068
F -4.28708 2.30012 3.22688
F -3.94890 -0.17145 3.90512
F -4.24472 1.68063 5.72396
F -2.09553 1.14634 2.92229